A cluster of 14 separate species, C50H87FO42 in total. Source: the Open Molecules 2025 dataset; level of theory: ωB97M-V/def2-TZVPD.

Element x y z (Å)
C1 -3.301 2.812 -5.547
C2 -2.377 3.969 -5.960
O1 -1.295 3.920 -5.027
C3 -1.591 3.018 -4.050
O2 -0.877 2.618 -3.150
O3 -2.865 2.510 -4.210
H1 -3.061 2.003 -6.238
H2 -4.356 3.032 -5.708
H3 -2.945 4.899 -5.972
H4 -1.832 3.650 -6.849
C4 -4.303 -2.615 1.732
C5 -5.861 -2.786 1.886
O4 -6.472 -1.917 0.902
C6 -5.556 -1.498 0.033
O5 -5.833 -0.886 -1.021
O6 -4.396 -2.051 0.389
H5 -3.792 -3.574 1.640
H6 -3.868 -1.841 2.363
H7 -6.055 -2.512 2.923
H8 -6.077 -3.853 1.833
C7 2.319 -1.736 8.873
C8 1.880 -3.101 8.301
O7 2.200 -2.900 6.955
C9 1.934 -1.516 6.742
O8 1.854 -1.052 5.640
O9 1.851 -0.834 7.926
H9 3.402 -1.698 8.986
H10 1.895 -1.527 9.855
H11 0.875 -3.479 8.486
H12 2.608 -3.822 8.674
C10 4.907 -4.273 3.877
C11 6.370 -4.099 3.497
O10 6.798 -5.340 3.130
C12 5.783 -6.018 2.825
O11 5.887 -6.999 2.154
O12 4.596 -5.425 3.180
H13 4.437 -3.334 3.586
H14 4.817 -4.548 4.928
H15 7.098 -3.761 4.236
H16 6.382 -3.328 2.726
C13 -0.693 -1.783 3.303
C14 -0.679 -3.221 3.806
O13 -1.671 -3.322 4.724
C15 -2.285 -2.135 4.964
O14 -3.251 -1.949 5.690
O15 -1.500 -1.144 4.303
H17 -1.133 -1.799 2.306
H18 0.355 -1.483 3.299
H19 0.282 -3.444 4.271
H20 -1.039 -3.862 3.002
C16 2.444 7.889 3.765
C17 1.890 6.528 3.515
O16 1.783 5.824 4.725
C18 1.510 4.540 4.660
O17 1.378 3.912 3.639
O18 1.656 4.037 5.933
C19 1.284 2.656 6.187
H21 3.416 7.880 4.258
H22 1.707 8.444 4.345
H23 2.599 8.323 2.778
H24 2.521 6.084 2.746
H25 0.925 6.672 3.028
H26 1.677 2.332 7.151
H27 1.572 1.966 5.394
H28 0.195 2.643 6.144
C20 2.571 2.705 -3.593
C21 2.787 1.924 -4.847
O19 1.504 1.918 -5.479
C22 1.160 1.037 -6.406
O20 1.828 0.071 -6.850
O21 -0.113 1.327 -6.870
C23 -0.638 0.669 -8.053
H29 2.261 3.732 -3.785
H30 3.569 2.708 -3.155
H31 1.864 2.234 -2.910
H32 3.008 0.876 -4.647
H33 3.488 2.349 -5.565
H34 -0.191 1.055 -8.970
H35 -1.715 0.823 -8.118
H36 -0.306 -0.369 -8.028
C24 -3.052 -6.082 -2.102
C25 -2.026 -6.718 -3.052
O22 -1.472 -5.806 -4.038
C26 -0.689 -4.800 -3.711
O23 -0.368 -4.540 -2.531
O24 -0.393 -4.018 -4.762
C27 0.458 -2.868 -4.658
H37 -4.064 -6.294 -2.445
H38 -2.990 -4.995 -2.155
H39 -2.880 -6.418 -1.080
H40 -2.495 -7.476 -3.679
H41 -1.203 -7.153 -2.486
H42 0.930 -2.613 -3.710
H43 -0.209 -2.009 -4.722
H44 1.060 -2.848 -5.567
C28 0.415 6.717 -3.647
C29 0.587 6.233 -2.247
O25 -0.713 6.370 -1.632
C30 -1.073 5.728 -0.575
O26 -2.246 5.694 -0.207
O27 0.030 5.108 -0.067
C31 -0.071 4.433 1.142
H45 -0.575 6.443 -4.011
H46 1.217 6.455 -4.337
H47 0.283 7.799 -3.617
H48 1.312 6.831 -1.694
H49 0.985 5.218 -2.254
H50 0.809 3.790 1.159
H51 -0.905 3.736 1.217
H52 -0.118 5.140 1.971
C32 3.092 -3.766 0.096
C33 4.290 -2.896 -0.131
O28 3.997 -2.191 -1.396
C34 4.652 -2.495 -2.567
O29 5.430 -3.452 -2.684
O30 4.397 -1.424 -3.419
C35 4.819 -1.514 -4.756
H53 3.106 -4.640 -0.555
H54 2.072 -3.383 0.065
H55 3.128 -4.140 1.119
H56 5.223 -3.461 -0.108
H57 4.326 -2.175 0.685
H58 4.831 -0.477 -5.090
H59 4.180 -2.088 -5.427
H60 5.846 -1.880 -4.788
C36 -1.049 -1.116 -1.077
C37 -0.261 0.099 -0.624
O31 0.694 -0.401 0.339
C38 1.607 0.265 1.036
O32 1.677 1.478 1.101
O33 2.327 -0.602 1.713
C39 3.203 -0.078 2.768
H61 -1.784 -0.867 -1.842
H62 -1.619 -1.593 -0.279
H63 -0.425 -1.967 -1.352
H64 -0.933 0.814 -0.149
H65 0.267 0.542 -1.468
H66 4.202 0.111 2.375
H67 3.319 -0.922 3.448
H68 2.794 0.779 3.303
C40 -1.786 2.765 3.880
C41 -2.965 1.967 3.512
O34 -2.995 1.447 2.201
C42 -3.276 2.196 1.091
O35 -3.501 3.388 1.011
O36 -3.338 1.366 0.094
C43 -3.773 1.794 -1.181
H69 -1.759 3.797 3.532
H70 -0.895 2.257 3.511
H71 -1.693 2.825 4.965
H72 -3.802 2.621 3.757
H73 -2.919 1.194 4.279
H74 -3.466 2.823 -1.369
H75 -4.856 1.720 -1.082
H76 -3.441 1.104 -1.957
C44 -7.237 -5.988 -0.753
C45 -7.363 -4.739 -1.707
O37 -6.066 -4.357 -2.170
C46 -5.877 -3.506 -3.150
O38 -6.725 -3.123 -3.928
O39 -4.575 -3.306 -3.200
C47 -4.038 -2.387 -4.116
H77 -8.022 -5.960 0.003
H78 -6.299 -5.899 -0.205
H79 -7.313 -6.973 -1.215
H80 -7.825 -3.879 -1.222
H81 -8.106 -4.925 -2.483
H82 -3.497 -1.553 -3.669
H83 -4.856 -1.960 -4.696
H84 -3.314 -2.812 -4.812
C48 3.868 3.634 -0.254
C49 4.273 3.528 1.224
O40 4.531 4.850 1.413
C50 3.784 5.630 0.559
O41 3.700 6.847 0.651
O42 3.444 4.910 -0.465
F1 5.410 2.888 1.446
H85 3.156 2.869 -0.563
H86 4.799 3.475 -0.797
H87 3.468 3.099 1.820

## Properties
E_tot: -5217.27854 Ha
HOMO-LUMO gap: 9.8209 eV
LUMO energy: 0.0 eV
Highest occupied orbital energy: -9.8 eV
F_max: 5.279 eV/Å
Net charge: 0

Mulliken population analysis, charges in e, atoms 1 to 6:
1 C -0.3084
2 C -0.4464
3 O -0.1838
4 C 0.0828
5 O 0.1471
6 O -0.1667